No. 1
# C17H32F5N3O6P4S

3 unconnected molecules or ions with the total composition C17H32F5N3O6P4S at a distorted geometry (wB97M-V/def2-TZVPD, OMol25).

LUMO: -0.0296 Ha
HOMO: -0.289 hartree
gap between HOMO and LUMO: 7.1 eV

Structure (XYZ):
```
68
C17H32F5N3O6P4S | OMol25 | wB97M-V/def2-TZVPD
C -0.9878 3.8664 1.9395
C -0.8463 4.0343 0.3288
N -1.0248 2.7130 -0.3229
P 0.2140 2.1459 -1.4197
C 0.4075 0.2292 -1.5428
C 1.8805 -0.3039 -1.7863
C 2.0890 -0.5898 -3.3722
S 3.9455 -0.7656 -3.5735
O 4.5276 -1.3084 -2.2873
O 4.6198 0.5375 -3.8658
O 4.3406 -1.8580 -4.7733
P 1.6325 2.2791 0.3148
P 1.2148 0.6882 1.7789
O 1.6016 1.2939 3.1399
O 2.1300 -0.7015 1.4379
O -0.4753 0.3698 1.8956
P -1.3010 2.0488 -3.0341
C -2.1899 3.6953 -3.3035
C -2.7366 0.8487 -2.5881
C 1.3770 3.1290 -2.5820
F 2.7096 2.6209 -2.6581
F 0.8858 2.9807 -3.9171
C 1.5244 4.6878 -2.3544
F 0.3522 5.4261 -2.3830
F 2.2736 5.0374 -1.2109
F 2.3033 5.1759 -3.4336
H -1.3991 4.7964 2.4415
H 0.0783 3.7075 2.3301
H -1.5624 2.9170 2.2033
H 0.0616 4.6429 0.0656
H -1.7556 4.6796 0.0394
H -1.9745 2.7068 -0.7020
H -0.1867 -0.1398 -2.4592
H -0.0977 -0.2964 -0.6566
H 2.7420 0.3401 -1.4686
H 1.9646 -1.3364 -1.2958
H 1.7959 0.3345 -3.9850
H 1.5665 -1.5308 -3.7244
H 5.3245 -1.7800 -4.8448
H 2.9921 2.1038 -0.1500
H 1.5486 -1.4884 1.4321
H -0.6691 -0.5340 1.5742
H -1.5995 4.4509 -3.9058
H -2.5206 4.2028 -2.3258
H -3.1615 3.4996 -3.8807
H -2.8919 0.7798 -1.4644
H -2.5604 -0.1587 -3.0842
H -3.7141 1.2738 -3.0143
C -4.1397 -3.1806 3.0412
C -4.3035 -3.9868 1.8863
C -3.1242 -3.9457 1.1858
N -2.2540 -3.1401 1.8722
C -2.8655 -2.6734 3.0092
H -4.8732 -2.9939 3.8106
H -5.1871 -4.5370 1.6004
H -2.8296 -4.4171 0.2610
H -1.3137 -2.9259 1.5867
H -2.3414 -2.0216 3.6929
C 1.3253 -5.2086 5.4624
C 1.9021 -5.3094 4.1723
C 1.0653 -4.6604 3.2988
N 0.0021 -4.1754 4.0138
C 0.1556 -4.5007 5.3339
H 1.7224 -5.6085 6.3830
H 2.8271 -5.8016 3.9120
H 1.1336 -4.5035 2.2327
H -0.7714 -3.6590 3.6276
H -0.5791 -4.2026 6.0657
```

Atom charges from the natural (NBO) analysis, given in e for atoms 1 to 8:
1. C -0.647
2. C -0.249
3. N -0.965
4. P 1.137
5. C -0.736
6. C -0.433
7. C -0.610
8. S 2.186



No. 2
# C17H32HgNO2P2

A molecular structure, C17H32HgNO2P2 at a distorted geometry (wB97M-V/def2-TZVPD, OMol25).

total charge: +1
energy relative to the best compared isomer or geometry (same formula, charge and spin): 13.98 kJ/mol
LUMO: -0.1061 Ha
HOMO: -0.362 hartree
gap between HOMO and LUMO: 7.0 eV

Structure (XYZ):
```
55
C17H32HgNO2P2 | OMol25 | wB97M-V/def2-TZVPD
Hg -0.1735 -0.0770 0.0893
P 1.9100 -0.6792 1.2505
C 3.2267 -0.1314 0.1487
C 2.9426 -0.1509 -1.2919
N 1.6480 -0.0357 -1.6752
C 1.3214 0.1808 -2.9459
C 2.2861 0.1444 -3.9568
C 3.6212 -0.0367 -3.6075
C 3.9619 -0.1719 -2.2689
C -0.1468 0.4389 -3.2767
P -1.0918 1.1017 -1.8552
H 4.9892 -0.2813 -1.9290
H 1.9550 0.2799 -4.9840
H 4.3881 -0.0687 -4.3768
H -0.2268 1.1556 -4.1088
H -0.6380 -0.5004 -3.5834
H 3.2951 1.3155 0.4659
H 4.2159 -0.5408 0.4077
H 1.6087 2.5670 0.8365
O 3.0994 2.3643 0.6097
H 3.9503 2.7941 0.7886
H -1.5343 1.0876 2.0801
O 0.5919 2.4143 0.9545
H 0.2413 3.1745 1.4387
C -0.7169 2.8721 -1.8308
H -0.9617 3.3092 -2.8090
H -1.3171 3.3524 -1.0482
H 0.3427 3.0273 -1.5961
C -2.8595 0.8779 -2.1347
H -3.4057 1.3535 -1.3062
H -3.1533 1.3415 -3.0891
H -3.1007 -0.1961 -2.1478
C 1.8640 -2.4675 1.4564
H 2.7840 -2.7939 1.9601
H 0.9865 -2.7281 2.0679
H 1.7781 -2.9520 0.4739
C 2.0749 0.0968 2.8763
H 1.3069 -0.3169 3.5435
H 3.0731 -0.1240 3.2812
H 1.9349 1.1830 2.7940
C -4.9862 -1.1512 1.8394
C -3.6400 -1.7625 2.2255
C -3.5527 -1.9340 3.7405
C -3.4915 -3.1268 1.5493
C -2.5679 -0.8438 1.7987
C -1.7522 0.0884 1.6471
H -5.8017 -1.7666 2.2374
H -5.0917 -1.1025 0.7497
H -5.0851 -0.1357 2.2392
H -4.3942 -2.5394 4.0966
H -2.6214 -2.4391 4.0200
H -3.5811 -0.9630 4.2472
H -3.5559 -3.0259 0.4603
H -2.5300 -3.5841 1.8080
H -4.2951 -3.7956 1.8842
```

Atom charges from the natural (NBO) analysis, given in e for atoms 1 to 8:
1. Hg 1.248
2. P 0.907
3. C -0.960
4. C 0.269
5. N -0.600
6. C 0.227
7. C -0.294
8. C -0.130



No. 3
# C17H32I2N3OPRh

A molecular structure, C17H32I2N3OPRh at a distorted geometry (wB97M-V/def2-TZVPD, OMol25).

total charge: +1
energy relative to the best compared isomer or geometry (same formula, charge and spin): 46.85 kJ/mol
LUMO (alpha / beta): -0.1325 / -0.1325 Ha
HOMO (alpha / beta): -0.388 / -0.388 hartree
gap between HOMO and LUMO (alpha / beta): 6.9 / 6.9 eV

Structure (XYZ):
```
57
C17H32I2N3OPRh | OMol25 | wB97M-V/def2-TZVPD
Rh -0.3571 -0.4642 -1.2980
I -0.3281 -3.2695 -1.0694
C 1.4768 -3.1311 -2.2241
I 1.9218 -1.0828 -2.7085
H 1.3242 -3.6748 -3.1469
H 2.3001 -3.5296 -1.6464
C 0.7880 -1.1388 2.2727
N 1.9708 -0.3915 1.8640
C 3.2215 -0.8999 2.4057
P 1.7663 1.0678 1.1260
O 0.9272 1.0282 -0.1111
N 3.2650 1.6417 0.7668
C 4.1213 2.2092 1.7988
C 3.6967 1.8915 -0.6014
N 1.0743 2.0449 2.2564
C 1.1316 1.8424 3.6930
C 0.5342 3.3307 1.8286
H 0.9400 -2.2017 2.0735
H -0.0769 -0.8048 1.7042
H 0.5730 -1.0243 3.3419
H 3.3217 -1.9570 2.1487
H 3.2594 -0.8152 3.4978
H 4.0648 -0.3666 1.9772
H 3.7312 1.9811 2.7897
H 4.1938 3.2965 1.6982
H 5.1311 1.7972 1.7221
H 2.9194 1.5817 -1.2926
H 4.6134 1.3380 -0.8273
H 3.8957 2.9562 -0.7542
H 1.6287 0.9033 3.9259
H 0.1242 1.8126 4.1172
H 1.6768 2.6545 4.1840
H 0.4606 3.3574 0.7437
H 1.1656 4.1603 2.1619
H -0.4656 3.4775 2.2450
C -4.2453 0.7359 -0.7045
C -3.2278 -0.4278 -0.7022
C -3.7005 -1.5011 0.3016
C -1.8987 0.0273 -0.2340
C -3.0510 -0.9770 -2.0989
C -2.1788 -0.2809 -2.9357
C -1.8786 -0.7678 -4.2072
C -2.4462 -1.9514 -4.6497
C -3.3503 -2.6211 -3.8339
C -3.6475 -2.1394 -2.5651
H -4.4037 1.1059 0.3105
H -5.1976 0.3867 -1.1053
H -3.8943 1.5603 -1.3265
H -3.6787 -1.1082 1.3193
H -3.0602 -2.3830 0.2580
H -4.7256 -1.7973 0.0765
H -1.8939 0.5285 0.7380
H -1.9036 0.7420 -2.6826
H -1.2205 -0.2020 -4.8553
H -2.2155 -2.3330 -5.6362
H -3.8283 -3.5274 -4.1855
H -4.3446 -2.6898 -1.9447
```

Atom charges from the natural (NBO) analysis, given in e for atoms 1 to 8:
1. Rh 0.337
2. I 0.260
3. C -0.682
4. I 0.284
5. H 0.237
6. H 0.236
7. C -0.407
8. N -0.820



No. 4
# C17H32NO5Rb

A molecular structure, C17H32NO5Rb at a distorted geometry (wB97M-V/def2-TZVPD, OMol25).

energy relative to the best compared isomer or geometry (same formula, charge and spin): 0.00 kJ/mol
LUMO: -0.0031 Ha
HOMO: -0.172 hartree
gap between HOMO and LUMO: 4.6 eV

Structure (XYZ):
```
56
C17H32NO5Rb | OMol25 | wB97M-V/def2-TZVPD
Rb -1.5206 -1.9729 0.8006
C 1.0544 1.9880 0.6587
C 0.5580 1.4572 -0.7237
C 0.8245 2.5213 -1.7971
C 2.3010 2.6265 -2.1443
C 2.7274 1.2874 -2.6930
C 2.5102 0.1341 -1.7032
N 1.1878 0.2181 -1.0955
O 1.0211 -0.8465 -0.1878
C 3.6394 0.1760 -0.6551
C 2.6438 -1.1743 -2.4911
C -0.9369 1.3061 -0.6477
H 0.4637 1.5252 1.4497
H 1.0329 3.0786 0.7387
H 2.0944 1.7010 0.7986
H 0.4426 3.5132 -1.5380
H 0.2731 2.1925 -2.6881
H 2.8435 2.9190 -1.2414
H 2.4891 3.4005 -2.8933
H 3.8024 1.3196 -2.9284
H 2.2462 1.0773 -3.6521
H 4.6032 -0.0606 -1.1197
H 3.4505 -0.5057 0.1716
H 3.7486 1.1820 -0.2397
H 1.6923 -1.4980 -2.8960
H 3.1571 -1.9500 -1.9235
H 3.3059 -0.9873 -3.3487
H -1.4021 2.2301 -0.2986
H -1.2579 0.4712 -0.0316
H -1.3492 1.0649 -1.6336
C -2.9594 -2.4452 -4.0021
C -1.4649 -2.6600 -3.9525
C -1.0844 -1.8340 -2.7391
O -2.1505 -2.1241 -1.8042
C -3.3325 -2.5146 -2.5172
H -3.5203 -3.0959 -4.6700
H -3.1476 -1.4179 -4.3299
H -0.9140 -2.4708 -4.8753
H -1.1849 -3.7036 -3.7502
H -1.1127 -0.7602 -2.9386
H -0.1191 -2.0774 -2.3067
H -4.1377 -1.8090 -2.2991
H -3.6274 -3.5158 -2.1935
C -1.8568 0.3011 7.6282
C -1.6634 0.6668 6.1843
C -0.3533 0.1212 5.5892
O -0.7349 -0.4670 4.3663
C -2.0761 -0.4666 4.2538
O -2.6566 -0.8081 3.2690
O -2.6584 -0.0237 5.3794
H -1.8496 -0.7840 7.7270
H -2.7484 0.7260 8.0815
H -1.0037 0.6801 8.2009
H -1.7855 1.7342 6.0118
H 0.1627 -0.5957 6.2264
H 0.3331 0.9500 5.4137
```

Atom charges from the Mulliken analysis, given in e for atoms 1 to 8:
1. Rb 0.917
2. C -1.638
3. C 1.464
4. C -1.312
5. C -0.656
6. C -1.424
7. C 1.558
8. N 1.078



Number 1: molecular weight 625.411 g/mol. Number 2: molecular weight 544.986 g/mol. Number 3: molecular weight 682.151 g/mol. Number 4: molecular weight 415.913 g/mol.